3 unconnected molecules or ions with the total composition C25H35F16NO8S. Source: OMol25; level of theory: the ωB97M-V functional and the def2-TZVPD basis.

Output
Spin multiplicity: 1
Highest occupied orbital energy in eV: -9.50
Max |F| in Eh/bohr: 0.022
Orbital gap in hartree: 0.3616

Last column: Löwdin charge in e.
CARTESIAN COORDINATES (ANGSTROEM)
C  1.2401  1.3085  2.2004  -0.104
O  1.4363  0.0800  1.5452  -0.165
C  1.4933  0.1532  0.1331  -0.228
C  0.8197  -1.0889  -0.4745  -0.151
C  -0.4923  -0.6687  -1.1478  -0.202
C  -1.2990  -1.8125  -1.7770  -0.191
C  -2.0683  -1.4544  -3.0670  -0.196
C  -2.6417  -0.0327  -3.1693  -0.207
C  -3.4336  0.4471  -1.9369  -0.187
C  -2.9071  1.8086  -1.4436  -0.203
C  -3.8390  2.5240  -0.4347  -0.169
C  -3.2788  2.6015  1.0055  -0.149
C  -4.1712  1.9584  2.1109  -0.068
C  -3.4444  0.8907  2.8901  -0.447
O  -2.8037  -0.0514  1.9618  0.062
C  -3.6542  -0.8797  1.4363  -0.343
N  -4.4163  -1.5029  0.8391  0.217
C  -2.4607  1.4159  3.9131  -0.085
O  -2.3077  0.4380  4.9417  -0.148
S  -3.4164  -0.7138  4.7735  0.640
O  -2.7959  -1.8283  4.1554  -0.192
O  -4.1456  -0.9280  5.9611  -0.189
O  -4.3145  0.1053  3.7107  -0.100
H  0.7349  2.0507  1.5742  0.071
H  0.6288  1.1293  3.0885  0.073
H  2.1881  1.7446  2.5363  0.090
H  2.5312  0.2403  -0.2115  0.122
H  0.9755  1.0351  -0.2565  0.084
H  1.4517  -1.5944  -1.2067  0.108
H  0.6163  -1.7559  0.3627  0.111
H  -0.3197  0.1586  -1.8394  0.109
H  -1.1098  -0.2525  -0.3417  0.097
H  -1.9709  -2.2561  -1.0412  0.103
H  -0.5896  -2.6010  -2.0468  0.089
H  -2.9020  -2.1579  -3.1447  0.108
H  -1.4360  -1.6248  -3.9416  0.105
H  -1.8639  0.6878  -3.4302  0.096
H  -3.3254  -0.0377  -4.0239  0.105
H  -4.4909  0.6056  -2.1534  0.111
H  -3.3504  -0.2799  -1.1331  0.070
H  -2.7129  2.4460  -2.3094  0.106
H  -1.9429  1.6904  -0.9463  0.078
H  -3.9299  3.5576  -0.7760  0.103
H  -4.8468  2.1070  -0.4594  0.106
H  -3.1998  3.6555  1.2751  0.110
H  -2.2610  2.2116  1.0507  0.099
H  -4.4690  2.7326  2.8168  0.128
H  -5.0750  1.5588  1.6529  0.131
H  -1.5235  1.8125  3.5313  0.135
H  -2.9654  2.2583  4.3951  0.148
C  3.4324  4.3062  -2.4743  -0.042
C  2.4104  3.6575  -1.5298  -0.440
C  1.0821  4.3868  -1.3178  -0.295
F  1.2672  5.5882  -0.7379  0.100
F  0.3007  3.6454  -0.4907  0.078
F  2.9912  3.3938  -0.3404  0.134
F  2.0775  2.4592  -2.0911  0.099
O  4.4868  5.0318  -1.8765  0.052
C  4.3560  6.3655  -1.5835  -0.545
C  4.5130  6.6215  -0.0827  -0.284
F  3.5607  5.9632  0.6084  0.100
F  4.3731  7.9442  0.1559  0.102
F  3.2068  6.8781  -2.0590  0.151
F  5.3664  7.0140  -2.2038  0.147
H  3.9317  3.4683  -2.9588  0.151
H  2.9476  4.8692  -3.2725  0.148
H  0.5548  4.5176  -2.2666  0.175
H  5.4967  6.2917  0.2565  0.177
C  0.9974  -6.2976  0.7166  -0.040
C  1.3080  -5.0837  -0.1718  -0.441
C  1.6289  -5.3502  -1.6428  -0.300
F  2.7517  -6.0844  -1.7752  0.097
F  1.8331  -4.1651  -2.2685  0.088
F  2.2852  -4.3459  0.3940  0.138
F  0.1767  -4.3223  -0.1795  0.097
O  2.0432  -6.7771  1.5385  0.052
C  2.9331  -7.7152  1.0850  -0.546
C  4.3648  -7.1745  1.0999  -0.285
F  4.4713  -6.1008  0.2931  0.102
F  5.2033  -8.1329  0.6444  0.099
F  2.5942  -8.1946  -0.1254  0.150
F  2.8948  -8.7562  1.9480  0.144
H  0.2517  -5.9381  1.4243  0.151
H  0.5170  -7.0997  0.1554  0.148
H  0.7983  -5.8640  -2.1344  0.174
H  4.6515  -6.8922  2.1146  0.176